48
Properties=species:S:1:pos:R:3:forces:R:3 method="wB97M-V/def2-TZVPD" smiles="CCCCNC(C)=O.O.O.O.O.O.O.O.O.O" e_above_lowest_kcal_mol=61.09 homo_energy_ha=-0.343
O 3.241866 -3.048802 -1.337023 0.866 0.362 -0.464
C 2.504666 -2.122215 -1.614243 -2.128 -1.123 0.424
N 1.246349 -2.143383 -1.037261 -1.030 1.387 1.345
C 0.408624 -0.890041 -0.737999 -1.822 -2.617 -1.658
C 1.103603 0.101033 0.127833 -1.819 3.921 0.954
C 1.856351 -0.276612 1.392628 3.219 -1.860 0.261
C 1.533109 0.211348 2.864912 0.984 -2.418 -1.682
C 2.753026 -1.049599 -2.620307 3.865 -1.731 -1.662
H 1.194850 -2.794615 -0.230273 0.237 0.578 -0.970
H -0.606053 -1.329291 -0.381969 1.791 0.793 -0.051
H 0.074091 -0.424999 -1.727314 0.754 -0.462 1.218
H 0.318432 0.913386 0.513167 1.163 -1.583 -1.195
H 1.717231 0.698789 -0.597815 -0.043 -0.432 1.029
H 2.921313 0.112818 1.269751 -1.215 -0.330 -0.166
H 2.067621 -1.398275 1.353033 -0.513 1.335 0.414
H 1.198549 1.182931 2.759273 -1.431 1.962 0.365
H 2.495399 0.291450 3.340404 0.435 -0.030 0.332
H 0.970667 -0.497239 3.476698 -0.552 0.474 -0.297
H 2.442618 -1.135191 -3.663409 -0.673 -0.957 0.236
H 3.893541 -1.091578 -2.767754 -1.508 0.508 0.435
H 2.457985 -0.102303 -2.370880 -0.573 2.303 1.167
H 2.038121 -3.641347 2.905727 -0.460 -0.166 -1.181
H 1.885403 -4.345544 1.474197 -0.304 1.153 1.176
O 1.547887 -3.603272 2.050404 0.774 -1.099 -0.063
H -3.740060 -0.036362 -0.554446 0.044 -0.133 -0.975
H -3.874728 -0.467532 -2.129987 0.427 -0.540 2.286
O -3.670459 -0.801633 -1.196843 -0.385 0.832 -1.587
H -4.168004 -2.448867 0.506758 -0.722 0.089 -0.913
H -2.771719 -1.873353 0.494566 0.617 0.465 -1.412
O -3.383365 -2.353776 1.018475 0.439 -1.356 1.739
H -4.514767 -0.817698 2.591163 0.110 -0.274 0.061
H -3.018085 -0.959446 2.178284 -1.842 1.040 0.735
O -3.712279 -0.297249 2.499519 1.337 -0.702 0.571
H 1.763195 3.995119 2.179469 2.049 -0.125 1.295
H 1.376943 4.810337 0.886832 0.277 -0.219 0.569
O 1.100185 4.184857 1.569905 -2.076 0.369 -1.678
H -0.734448 3.160218 -0.311218 0.559 0.107 -1.379
H -0.437977 3.072137 1.182104 -0.770 0.204 -0.793
O -1.160250 3.013057 0.511455 -0.172 -0.371 2.084
H -3.190861 1.830730 0.888358 1.400 1.351 -0.003
H -3.958172 0.657891 1.346006 -0.018 0.580 -1.033
O -3.844294 1.261925 0.532143 -1.247 -1.278 0.419
H -1.885940 3.603224 -2.467013 0.586 -0.318 -0.143
H -1.985170 2.196748 -1.969980 0.817 0.240 -0.292
O -1.331368 2.801456 -2.392335 -1.362 0.056 0.496
H 2.406553 3.273733 -1.889623 -0.364 -0.538 -0.401
H 1.988189 2.103176 -2.870008 -1.247 -0.319 -0.036
O 2.687413 2.661403 -2.583755 1.528 0.873 0.417